# 1
Density functional theory data (ωB97M-V/def2-TZVPD) for one molecule with the formula H4P4S at a distorted geometry.

Each line ends with the Mulliken charge.
Atoms and positions in Å:
P -0.65851 0.08984 -0.15322  0.01
P -0.17883 -1.45863 1.92046  0.10
P 0.30125 2.24648 -2.38637  -0.12
P 1.03744 0.81732 -0.91108  0.11
S 0.84827 -2.64082 3.10957  -0.38
H -1.35769 -1.99840 1.90663  0.06
H -0.49455 -0.46598 2.71115  0.07
H -0.75158 1.64880 -2.97941  0.07
H 1.25421 1.76138 -3.21772  0.07

Forces on the atoms, in the same order (eV/Å):
0.406 -1.111 0.997
2.242 0.166 -0.974
0.456 1.579 1.443
-0.029 -0.514 0.566
0.839 -0.132 -0.747
-2.935 -1.195 -0.805
-0.631 2.499 1.261
-1.202 -0.963 -0.564
0.853 -0.329 -1.177

Calculated values
Maximum force = 3.3 eV/A
Net charge = 0
ΔE to the lowest compared entry with this formula, charge and spin = 175.8 kJ/mol

# 2
Density functional theory data (ωB97M-V/def2-TZVPD) for a 2-piece molecular cluster, C7H13N overall at a distorted geometry.

Each line ends with the Mulliken charge.
Atoms and positions in Å:
C -1.65175 -0.20924 -1.04280  -0.92
C -1.46457 -1.64020 -0.58894  0.05
C 0.56657 -0.12134 2.01781  -0.61
C 1.03107 0.41802 0.84291  0.41
C 1.63928 -0.12202 -0.26506  -0.35
C 1.91603 2.53918 0.17497  -0.82
C 0.84823 1.95663 0.61964  0.01
N -2.32405 -2.44836 -1.42965  -0.59
H -0.77144 0.42140 -0.97416  0.27
H -2.53882 0.23560 -0.53315  0.27
H -1.95259 -0.26494 -2.12120  0.38
H -0.45482 -2.08495 -0.67072  0.19
H 0.65529 0.49754 2.97987  0.29
H 0.12663 -1.06459 2.13933  0.36
H 1.62109 -1.17208 -0.56806  0.29
H 2.24232 0.42774 -1.02547  0.31
H 2.70180 1.73142 0.34097  0.26
H 1.95105 3.57636 -0.06064  0.35
H -0.10521 2.37491 0.82466  0.45
H -1.81586 -1.61414 0.50895  0.15
H -2.22024 -3.43696 -1.16927  0.25

Forces on the atoms, in the same order (eV/Å):
-0.913 0.349 -1.430
-1.131 -0.150 0.853
0.773 1.239 1.161
-0.777 3.396 -1.037
-0.064 -2.297 -0.883
1.763 -0.936 0.873
-0.297 -2.460 1.355
0.058 -0.347 0.532
-0.094 0.247 0.144
0.873 -0.114 -0.223
0.434 0.261 0.817
-0.070 0.429 0.266
-0.510 -0.657 -1.660
-0.075 -1.643 0.033
0.046 -0.135 0.819
-0.861 0.144 0.975
0.354 2.661 -1.170
0.671 0.456 -0.287
-0.804 0.266 -0.023
0.650 -0.864 -1.176
-0.027 0.157 0.060

Calculated values
<S²> = 0.75
Maximum force = 3.6 eV/A
Net charge = +1
ΔE to the lowest compared entry with this formula, charge and spin = 604.1 kJ/mol
Spin multiplicity = 2

# 3
Density functional theory data (ωB97M-V/def2-TZVPD) for C45H66AlB2Br3CsF5LiNO16P2 as an isolated structure at a distorted geometry.

Each line ends with the Mulliken charge.
Atoms and positions in Å:
C -5.29192 5.00512 -5.54903  -0.75
O -4.21895 4.81194 -4.59066  -0.29
C -3.18096 4.10382 -5.29517  -0.39
C -1.80187 4.03846 -4.49006  -0.28
C -2.16103 3.52132 -3.01474  -0.50
C -2.58455 1.94991 -3.17432  -0.19
C -1.47650 1.10149 -2.36602  0.33
C -1.64463 1.20461 -0.76086  0.70
C -2.93360 1.31139 -0.13425  -0.54
C -2.96462 1.35140 1.48397  -0.35
O -3.77061 2.06431 2.12038  -0.50
C -1.83172 0.42307 2.17541  0.53
C -2.13593 -0.39080 3.49684  -0.22
C -3.57826 -0.22269 4.15946  -0.96
C -4.80733 -0.71907 3.25300  0.62
C -6.08170 -0.84271 4.25837  0.22
O -6.15745 -0.05674 5.24029  -0.48
O -7.08743 -1.82185 3.96809  -0.48
C -0.99006 -1.31138 4.05838  0.20
C -1.25626 -2.16750 5.40321  -0.87
C -1.68890 -3.70764 5.14410  -0.43
C -1.66051 -4.16561 3.60884  -1.13
C -2.93702 -3.68069 2.75743  0.50
C -3.45014 -4.68011 1.60900  -0.48
C -3.79033 -3.86763 0.22811  -0.57
C -3.04572 -4.59560 -0.99294  -0.92
C -3.17623 -3.81418 -2.39143  -0.12
O -4.41828 -3.04117 -2.54515  -0.25
C -4.45584 -2.47071 -3.90851  0.11
C -3.37841 -1.32238 -4.43119  -1.00
O -5.32843 -2.84792 -4.80865  -0.44
C 0.44640 -1.40951 3.36290  1.17
P 1.69068 -2.57158 4.16881  0.38
C 2.92729 -1.69372 5.29517  -0.94
C 2.52004 -3.74914 2.92434  -1.18
C 0.72820 -0.57570 2.05156  -0.18
B 2.20200 -0.69593 1.32205  0.70
N 2.45119 -1.88607 0.40673  -0.65
O 3.25398 0.27399 1.47628  -0.63
C -0.41438 0.31885 1.47850  0.08
C -0.28862 1.17709 0.11481  -0.57
O 0.72987 1.80967 -0.24979  -0.42
H -5.55814 4.02206 -6.10674  0.39
H -6.23553 5.35988 -5.01162  0.21
H -4.91756 5.77712 -6.31936  0.31
H -3.58284 3.04056 -5.52082  0.14
H -2.99048 4.59996 -6.30957  0.37
H -1.19884 5.00787 -4.48235  0.16
H -1.15684 3.21407 -4.98940  0.12
H -1.27401 3.58079 -2.28114  0.25
H -3.04835 4.04424 -2.52434  0.32
H -3.65060 1.79002 -2.78924  0.02
H -2.49389 1.60456 -4.27629  0.54
H -0.40234 1.30267 -2.70603  0.14
H -1.69147 -0.01542 -2.61112  -0.82
H -3.90505 1.32493 -0.73120  0.43
H -3.73535 0.91107 4.33115  0.49
H -3.69458 -0.70629 5.18807  0.38
H -4.66972 -1.74031 2.76128  -0.51
H -5.13629 0.00985 2.43896  0.42
H -6.74032 -2.73024 4.12394  0.30
H -2.09272 -1.71079 6.05844  0.39
H -0.33133 -2.19149 6.09948  -0.22
H -2.75827 -3.85605 5.56358  0.32
H -1.03589 -4.44521 5.75693  0.42
H -0.68476 -3.89421 3.05246  -0.19
H -1.69671 -5.32989 3.61315  0.71
H -2.64698 -2.70340 2.23604  -0.61
H -3.80173 -3.48258 3.50091  0.31
H -2.79982 -5.60359 1.43574  0.75
H -4.48967 -5.08598 1.97034  0.41
H -3.42951 -2.77754 0.27104  0.11
H -4.93029 -3.81530 0.03511  0.41
H -1.91985 -4.65461 -0.74185  0.24
H -3.49040 -5.64049 -1.11791  0.24
H -3.14989 -4.60746 -3.24332  0.23
H -2.24412 -3.12073 -2.50694  0.29
H -3.86515 -0.28142 -4.30271  0.00
H -2.35885 -1.36606 -3.87420  0.75
H -3.12609 -1.44065 -5.57942  0.57
H 2.47645 -0.68639 5.64235  0.30
H 2.99996 -2.33427 6.25736  0.41
H 3.96869 -1.53572 4.85540  0.30
H 3.36894 -3.15293 2.40533  0.21
H 1.83371 -4.11599 2.08198  0.43
H 3.06486 -4.63077 3.44234  0.38
H 1.66195 -2.54002 0.56571  0.16
H 2.28728 -1.50495 -0.54719  0.28
H 3.70557 0.32378 0.59390  0.23
Al -5.54449 -5.93107 1.29625  0.14
C 6.64823 0.51173 2.33345  0.05
Br 6.72832 -1.38960 2.70095  -0.01
Br 7.57276 1.55129 3.68340  0.01
Br 7.27724 0.92236 0.54682  -0.03
H 5.59788 0.79800 2.37510  -0.03
B 1.08975 -1.10233 8.88451  0.51
F 0.24554 -2.23492 9.14260  -0.42
F 0.90677 -0.67736 7.52345  -0.31
F 0.74390 -0.03376 9.76855  -0.36
F 2.46140 -1.46954 9.08500  -0.41
C 3.09456 3.77206 -0.45514  -1.12
C 4.03928 4.33211 -1.49700  0.60
C 4.01865 3.58386 -2.79576  -0.38
O 5.33297 3.80294 -3.29626  -0.35
C 6.13260 4.01081 -2.20997  0.59
O 7.32943 4.03419 -2.24795  -0.55
O 5.39087 4.18214 -1.07903  -0.32
H 3.12757 4.38322 0.45077  0.40
H 2.06653 3.75030 -0.82153  0.30
H 3.38760 2.76078 -0.15920  0.04
H 3.84553 5.39982 -1.64886  0.24
H 3.27086 3.97494 -3.48768  0.35
H 3.86690 2.50563 -2.67799  0.23
C 2.38634 6.75421 -7.17454  -1.13
C 1.10696 6.77181 -6.38024  0.78
O 0.69781 5.77254 -5.81773  -0.48
C 0.35310 8.07282 -6.30877  -1.07
H 2.82096 5.75275 -7.13866  0.28
H 2.18062 7.00941 -8.21629  0.34
H 3.09988 7.46109 -6.74560  0.33
H 0.05714 8.38657 -7.31205  0.34
H 0.97632 8.83835 -5.84134  0.33
H -0.54676 7.93705 -5.70480  0.26
F -6.67139 2.58694 -6.21921  -0.73
C 9.18232 -3.58007 1.82373  0.62
C 10.02100 -3.54397 0.71384  -0.67
C 10.91952 -4.58173 0.48551  -0.32
C 10.97266 -5.66141 1.36256  -0.41
C 10.13155 -5.69950 2.47039  -0.35
C 9.23940 -4.65723 2.70372  -0.31
H 8.48336 -2.76810 2.00354  -0.33
H 9.97482 -2.70538 0.02640  0.36
H 11.57788 -4.54998 -0.37616  0.36
H 11.66984 -6.47285 1.18203  0.35
H 10.17213 -6.54213 3.15324  0.35
H 8.58757 -4.68461 3.57086  0.36
O -7.94933 2.59067 -1.44828  -0.58
P -7.12382 3.31610 -2.51720  0.58
O -6.48298 4.56458 -1.90188  -0.47
O -8.03036 3.73328 -3.67933  -0.41
O -6.02795 2.37572 -3.03570  -0.11
Li 0.56620 -4.69242 3.78288  1.04
Cs -2.37004 -3.59317 -5.44690  1.17

Forces on the atoms, in the same order (eV/Å):
-0.461 0.345 -0.394
0.677 -0.577 -1.433
0.319 -0.198 -0.357
-0.773 -0.420 0.704
-0.223 -1.018 -0.253
1.305 0.396 0.579
-1.094 -0.909 0.598
-1.834 0.117 0.648
3.274 -0.697 0.115
-0.848 1.334 -0.119
2.873 -2.833 -2.005
2.246 -2.026 1.283
2.907 0.076 -1.989
0.115 0.751 -0.202
-1.294 -0.547 0.721
0.662 2.471 2.572
-0.223 -3.705 -4.295
1.626 0.746 0.582
0.405 1.182 -1.466
0.110 0.083 0.452
-0.035 -0.041 -0.026
-0.784 -1.578 0.068
0.503 0.208 0.147
0.059 1.412 -0.442
0.580 -0.476 -0.338
-0.579 0.583 -0.102
0.833 -0.320 -0.131
1.254 0.407 -2.672
-3.675 -0.589 -4.066
-0.360 0.912 0.580
4.939 1.609 5.900
-2.855 2.544 -2.184
-1.202 -0.258 1.112
0.373 0.260 0.809
2.040 0.920 -1.021
-2.937 0.381 2.256
0.845 0.653 -0.185
-1.638 1.431 0.358
-2.085 -1.512 -1.541
-1.005 -1.170 2.026
0.336 0.913 -0.222
-3.108 -2.678 1.242
0.010 0.955 0.920
1.521 -0.505 -0.641
-0.670 -0.857 0.929
0.668 1.473 0.315
-0.205 -0.556 1.157
-1.086 -1.301 -0.102
-0.835 1.407 0.681
-1.161 -0.025 -1.183
1.230 -0.370 -1.006
1.415 0.086 -0.711
-0.326 0.707 1.709
-1.566 0.038 0.630
0.567 1.474 0.583
1.371 0.371 1.015
0.279 -1.918 -0.276
0.547 0.562 -1.554
-0.029 1.432 0.634
0.594 -0.857 1.153
-0.154 1.020 -0.178
1.513 -0.458 -1.333
-1.451 0.403 -1.298
1.685 0.075 -0.907
-0.866 1.361 -0.875
-1.953 0.478 0.388
0.003 1.559 0.022
-0.605 -1.282 0.978
1.515 -0.253 -1.247
-0.766 1.231 0.204
3.684 2.329 1.663
-0.641 -1.631 0.260
1.549 -0.053 0.183
-1.798 -0.096 -0.461
0.764 1.282 0.179
-0.096 1.056 1.833
-1.624 -1.004 0.247
0.648 -1.618 0.057
-1.908 0.330 -0.666
-1.472 1.102 2.571
0.550 -1.686 -0.683
-0.115 1.044 -1.616
-1.483 -0.213 0.382
-1.347 -1.324 0.433
0.799 0.421 1.095
-1.120 1.375 -0.569
0.624 0.542 -0.392
0.536 -0.539 0.479
-0.020 -0.165 1.237
-3.022 -2.187 -1.851
-0.178 0.345 0.074
-0.448 0.558 0.131
-0.164 -0.309 -0.327
-0.115 -0.090 0.303
0.265 -0.109 0.008
0.081 0.254 1.015
0.500 0.612 -0.464
0.043 -0.347 0.204
0.257 -0.915 -0.875
-0.930 0.140 -0.417
0.179 0.231 0.321
-1.100 -0.159 0.762
-0.465 0.043 -0.571
0.419 0.053 0.438
1.087 0.058 0.045
-0.956 -0.068 0.024
0.642 -0.082 -0.725
-0.067 -0.028 -0.111
0.143 0.026 -0.009
-0.044 0.047 -0.193
0.034 -0.078 -0.098
0.189 -0.027 -0.059
-0.036 0.057 0.173
0.105 -0.389 0.051
-0.322 -0.552 0.350
0.357 0.471 -0.276
-0.307 -0.156 0.245
-0.074 0.127 0.006
0.102 0.185 0.069
-0.054 0.109 -0.188
0.151 0.144 0.043
0.008 0.072 -0.210
0.124 -0.007 -0.092
0.398 -0.177 -0.357
0.043 -0.088 -0.018
0.017 -0.088 0.041
-0.070 -0.016 0.070
-0.065 0.079 0.002
-0.013 0.029 -0.026
0.070 -0.002 -0.152
0.500 -0.397 -0.171
0.012 -0.055 0.074
-0.052 -0.005 0.069
-0.052 0.071 0.024
0.014 0.081 -0.054
0.058 0.005 -0.036
0.546 0.064 0.012
0.171 -0.397 0.122
-0.619 -0.094 -0.169
0.604 0.322 0.258
-0.285 -0.237 0.212
0.553 -0.013 0.856
1.722 -2.696 -2.097

Calculated values
Maximum force = 7.9 eV/A
Net charge = 0
Energy = -12236.1345 hartree